# 1
The following is a DFT calculation (the ωB97M-V functional and the def2-TZVPD basis) of a structure of composition C26H43F3O2P2Zr at a distorted geometry.

CARTESIAN COORDINATES (ANGSTROEM)
F: -2.4861 2.0854 4.6447
H: 3.2138 1.3772 -1.3999
H: -2.6006 -1.8692 4.2487
C: -2.0811 -1.3733 -4.3159
H: -1.0459 4.6103 -0.7695
C: 1.6609 -1.8703 3.1184
H: 2.9512 3.8229 1.7934
H: 3.1970 -0.4251 2.7630
H: -3.4203 1.4464 -0.4358
H: -3.3987 3.2662 -0.4163
H: 3.4518 -2.0113 1.9840
H: -1.7914 -4.4229 2.8800
C: 0.5531 0.9166 -4.4193
C: -1.8526 3.0593 3.9310
C: 0.8919 -2.8079 2.3663
H: -3.0483 -1.8197 -4.0470
C: 1.4028 -3.6283 1.2393
H: 1.3386 0.9285 -5.2017
C: 3.2544 2.2900 -0.7926
C: 1.1401 -0.1745 5.0111
O: -0.5084 1.5117 2.6719
H: -2.5186 -2.8896 2.3615
O: -1.7627 2.9924 1.4888
F: -0.7856 3.4934 4.6492
H: 1.5940 2.9553 2.5903
H: 1.2919 -2.1737 -2.8353
H: 1.6605 4.5189 -0.7104
H: 4.1641 2.2641 -0.1741
H: 0.8827 -1.5516 -5.6774
P: -1.2581 2.3131 -0.0376
H: 0.6907 0.7699 4.6584
H: 0.5780 -4.0513 0.6508
H: 3.2772 3.1631 -1.4546
H: 1.5851 0.2760 -2.5541
H: 0.7892 4.4104 0.8405
C: 0.3752 -2.1004 -4.8583
H: -0.6657 0.1556 -6.0752
H: 0.7493 -0.3824 6.0178
H: -1.8610 -0.2638 4.4731
H: -1.3838 -3.7185 -3.0809
C: 2.4306 2.8516 1.8831
H: -2.7719 0.6664 -4.0301
H: -1.2666 -1.9091 -6.2517
C: -2.8882 2.3531 -0.7757
C: 0.9482 3.9187 -0.1306
H: -0.4868 -3.5360 -1.5308
C: -1.3117 2.4337 2.6045
H: -1.2149 1.6887 -5.3994
F: -2.7125 4.0863 3.7558
C: -1.9083 0.0344 -4.2687
C: 0.8736 -0.0814 -3.3146
H: 3.7085 -1.8213 3.7396
C: -1.1571 -2.2012 -5.1857
C: -0.4479 -2.7587 2.8468
H: 0.5541 1.9420 -4.0028
C: -1.6056 -3.4995 2.3077
H: -2.2150 -3.1743 -1.6101
C: -1.7091 -1.3485 4.6209
H: 2.0122 -4.4691 1.6101
H: -1.4378 -3.7800 1.2580
H: 3.1177 2.0871 2.2730
H: 0.7790 -3.1337 -4.9024
Zr: -0.9992 -0.8911 -2.5079
C: 0.8035 -1.2662 4.0790
H: -2.8444 2.3319 -1.8813
H: -0.2427 3.4645 -1.9020
C: -0.3989 3.7217 -0.8372
C: 3.0767 -1.5150 2.8901
C: -0.8210 0.6902 -5.1201
C: -0.5009 -1.8061 3.9012
H: 2.0414 -3.0356 0.5629
H: -1.4888 -3.2590 -5.1324
C: 0.7765 -1.4935 -3.5298
H: -1.6259 -1.5256 5.7049
H: 2.2267 -0.0437 5.0708
P: 1.7443 2.2733 0.2605
C: -1.2627 -3.0882 -2.1821

Cartesian forces (eV/Å) of the 6 atoms listed first:
F 0.5 0.8 -0.6
H 0.3 0.3 0.0
H 0.2 0.1 0.2
C -1.6 1.0 -2.2
H 0.3 -0.1 -0.2
C -0.1 3.8 4.2

Results
* HOMO-LUMO gap: 4.443 eV
* total charge: +2
* highest occupied orbital energy: -13.0 eV

Atomic partial charges in e from the Mulliken method, atoms 1 to 6:
1 F -0.251
2 H 0.345
3 H 0.398
4 C -0.628
5 H 0.498
6 C 0.872

---

# 2
The following is a DFT calculation (the ωB97M-V functional and the def2-TZVPD basis) of a structure of composition C26H43FN3O4PPd at a distorted geometry.

CARTESIAN COORDINATES (ANGSTROEM)
H: 1.3125 -6.9880 2.2318
H: -0.7145 -5.4771 2.8367
C: 2.0743 3.8323 -0.8567
H: -0.5876 -5.2088 5.1072
H: 2.2091 -4.1537 4.4066
C: -0.5418 1.2034 -1.0341
H: 0.2214 4.1002 -2.5290
H: -0.5975 -4.5812 -0.1578
H: 2.6494 -4.4682 0.9804
H: -2.7876 5.9639 -6.9688
C: 0.6566 -2.7413 5.0123
C: 3.8882 -4.1297 2.7940
H: -0.4102 -2.5345 4.8182
P: 0.9830 -3.8331 2.5637
C: 0.3497 1.2112 1.2484
H: -0.1717 4.9439 -3.9494
H: -4.6383 0.6353 4.3983
H: -3.1685 1.3915 5.2545
H: 2.9117 2.5095 -2.3647
C: 0.3788 0.8656 2.7094
C: -1.3330 5.8413 -5.4552
H: 3.6223 -2.4171 0.4980
C: -1.4094 0.7423 -2.0096
H: 3.2204 -1.5722 2.0353
H: -3.3781 5.3100 -5.6820
N: 0.9764 2.9774 -0.3906
H: 3.7584 4.0514 -2.1551
H: -1.7524 6.4779 -4.6489
C: -2.3929 2.8851 -5.5779
H: 4.2747 -3.2322 3.3396
H: -3.4308 2.6946 -5.1665
C: 2.7572 -3.7706 1.8475
H: -1.9545 1.9259 -5.9030
H: -2.3963 0.7382 3.3370
N: -1.6089 3.5297 -4.4976
C: -0.9690 -4.6168 0.9103
H: 1.8254 4.9119 -0.7888
C: -1.2555 2.7795 -3.3485
H: -0.1799 -7.2594 1.3026
H: 2.7858 3.7036 -0.0643
F: -2.9818 1.2029 -3.6638
H: 1.1679 -6.3863 0.6145
H: 1.9101 -2.0790 0.8273
H: -1.6002 3.8198 -7.4008
C: -0.3639 0.5130 0.2188
H: 0.7849 -2.7345 6.0870
C: -0.3130 3.1925 -2.4178
C: 0.0563 2.4834 -1.2922
C: 1.1464 -4.0174 4.3521
H: 2.2222 4.1180 -2.9982
O: -0.4085 -0.1396 3.1464
C: 0.6064 -6.5247 1.5300
H: 1.1679 -1.8621 4.6618
O: 1.1462 1.5204 3.3868
H: -4.3813 2.4190 4.2455
C: -3.8691 1.4196 4.3262
O: -3.1293 1.3380 3.0892
H: 4.7580 -4.5439 2.2725
C: -0.0422 -5.2222 1.9759
H: -0.6873 6.3664 -6.1284
C: -0.6557 4.6047 -4.8624
C: 0.4818 -5.2767 4.9479
H: 3.5963 -4.8376 3.5786
C: -1.8096 1.5509 -3.0577
H: -1.9566 -5.1469 0.8953
C: 2.9341 -2.3366 1.2786
H: 1.5885 3.0283 1.5362
H: 0.1694 4.2006 -5.4844
H: -1.1765 -3.5492 1.1707
H: 0.7704 -6.1382 4.3236
N: -2.5167 5.3480 -6.2293
O: -0.8365 -0.6660 0.3098
C: 0.9778 2.4171 0.8693
H: 0.9348 -5.4044 5.9342
C: 2.7472 3.5765 -2.1911
H: -3.3590 3.7643 -7.3166
H: -1.8402 -0.2583 -1.8234
Pd: 0.0117 -1.8850 1.9270
C: -2.4274 3.8838 -6.7222

Cartesian forces (eV/Å) of the 6 atoms listed first:
H -0.3 0.3 0.1
H 0.7 0.5 -0.5
C 0.3 1.6 1.2
H -0.2 0.1 -0.3
H 0.4 0.2 0.7
C 0.7 1.8 -0.8

Results
* HOMO-LUMO gap (spin up / spin down): 8.258 / 6.005 eV
* spin multiplicity: 3
* total charge: +2
* highest occupied orbital energy (spin up / spin down): -13.2 / -13.2 eV

Atomic partial charges in e from the Mulliken method, atoms 1 to 6:
1 H 0.322
2 H 0.373
3 C -0.729
4 H 0.369
5 H 0.226
6 C 0.487

---

# 3
The following is a DFT calculation (the ωB97M-V functional and the def2-TZVPD basis) of a structure of composition C26H44AsF6MnN5O14S3Si.

CARTESIAN COORDINATES (ANGSTROEM)
H: 1.1142 -5.3661 -4.5254
H: -2.1047 -2.5737 -5.4572
C: 0.2145 -5.1527 -3.9446
C: 3.3413 -3.4450 2.5250
H: 1.8945 -3.3954 4.7147
C: -0.6754 -4.1665 -1.8460
C: 1.8863 4.1763 3.9987
F: -2.2146 -1.4649 -1.1385
As: 2.7062 2.6215 0.0444
H: 0.3463 2.9764 -0.3169
O: 3.0097 0.9859 0.1684
H: -0.4548 -3.7098 -0.8813
C: 3.0606 0.9742 -3.2818
O: -0.1923 -1.7247 -3.9610
F: -4.7050 2.3311 0.9527
F: -3.1586 2.9566 2.3091
C: 3.3454 4.7503 1.7304
H: 0.2246 -3.2580 -6.1666
O: 0.9303 -1.1402 -1.5634
N: 2.9335 -2.2696 3.2874
N: 2.3151 -3.8764 1.5745
O: -3.7243 1.0380 -3.4475
O: 1.2823 1.1586 4.2134
H: 2.7370 5.9531 4.8356
H: 0.3119 -4.4695 1.6295
C: 1.3990 -5.5822 -1.7883
O: 1.0839 2.4760 -0.7083
H: 2.7541 1.4095 -4.2362
N: -3.1890 1.7924 -1.1789
H: 3.9989 -0.2379 -5.5703
H: 3.5335 -0.9190 1.7797
C: -0.3418 -1.3368 -5.3239
H: 1.0970 0.2700 -5.3036
H: 5.1335 -0.5156 -2.0448
H: 1.3006 3.9346 4.8766
C: 0.5207 -2.2100 -6.2364
C: 2.6426 -1.1769 2.3525
H: -1.2927 -5.0533 -1.6770
H: 1.2931 -4.9920 3.0181
H: 4.8433 -1.5803 -4.7762
H: -0.3978 -4.4392 -4.4961
C: 2.0380 -2.7587 0.6674
O: -1.4341 0.7591 0.3467
H: 3.5485 -4.2668 3.2178
C: 0.6002 -4.5564 -2.5910
C: 2.5425 3.6047 1.7444
H: -2.4333 -0.8846 -5.0311
H: 0.0379 -1.0352 2.7113
C: 3.4215 5.5904 2.8281
H: 4.2538 -3.2093 1.9724
O: -1.3865 0.8042 -2.6368
H: -0.4161 -2.2123 1.4581
H: 5.3575 0.0964 -4.4761
C: 2.6878 5.3019 3.9706
C: 1.0945 -4.1653 2.3294
H: 3.9040 4.9548 0.8254
C: -3.4890 2.0282 1.4283
H: -1.2497 -3.4472 -2.4282
H: -0.1730 0.4504 -6.5296
N: 1.5781 -1.5610 1.3939
H: 2.9433 -2.5048 0.1162
H: 4.3464 -2.0888 -2.3340
S: -2.2217 1.9411 0.0541
H: 1.7035 -5.1754 -0.8235
C: 4.1774 -1.0147 -2.2186
H: 3.8403 1.5971 -2.8411
O: 2.4056 -1.2769 -3.8609
Mn: 0.9928 0.1780 -0.0787
S: 0.7173 1.9273 3.1152
N: 0.6212 -3.0136 3.0977
O: 1.4655 -3.4542 -2.8170
C: 1.8092 3.3272 2.8984
C: 4.4962 -0.5523 -4.6502
C: 0.0351 0.1316 -5.5043
O: 0.8209 1.2298 1.8332
H: -2.0124 -1.3087 -6.7018
O: -1.5563 3.2170 0.0888
H: 0.8076 -6.4860 -1.6167
F: -3.5742 0.8479 2.0419
H: 2.3023 -5.8527 -2.3392
O: -0.5879 2.4838 3.3811
H: -0.5331 0.7495 -4.8112
H: -0.3554 -6.0771 -3.8163
O: 3.6898 3.5361 -0.8858
H: 0.3980 -1.8873 -7.2742
H: 3.5521 -0.8271 -1.3482
H: 1.5715 -2.1246 -5.9608
H: 4.0522 6.4707 2.7892
C: 1.6964 -2.5878 4.0032
C: -3.2168 -0.8783 -1.7745
H: 1.3693 -1.6987 4.5447
S: -2.7933 0.8392 -2.3739
H: 2.3169 -0.3055 2.9120
Si: 1.1263 -1.8237 -2.9742
F: -3.5491 -1.6467 -2.8218
H: 1.2797 -3.0379 -0.0567
F: -4.2739 -0.8401 -0.9475
H: 2.2001 1.0021 -2.6140
C: -1.8181 -1.5371 -5.6506
C: 3.5201 -0.4660 -3.4809
C: 0.3673 -1.9170 2.1616

Cartesian forces (eV/Å) of the 6 atoms listed first:
H 0.0 0.0 0.0
H 0.0 0.0 0.0
C 0.0 0.0 0.0
C 0.0 0.0 0.0
H 0.0 0.0 0.0
C 0.0 0.0 0.0

Results
* HOMO-LUMO gap (spin up / spin down): 8.095 / 8.738 eV
* spin multiplicity: 6
* total charge: -2
* highest occupied orbital energy (spin up / spin down): -3.8 / -4.5 eV
* ΔE to the lowest compared entry with this formula, charge and spin: 0.0 kJ/mol

Atomic partial charges in e from the Mulliken method, atoms 1 to 6:
1 H 0.320
2 H 0.256
3 C -1.697
4 C -0.628
5 H 0.321
6 C -0.788

---

# 4
The following is a DFT calculation (the ωB97M-V functional and the def2-TZVPD basis) of a structure of composition C26H44BCl3N2O6P2SV.

CARTESIAN COORDINATES (ANGSTROEM)
C: 2.8943 2.8869 -2.2199
H: -0.1262 -5.1497 -2.3661
C: -2.5069 -3.7289 2.2845
H: -0.4604 2.7049 2.2061
C: -4.7847 2.0256 -1.7101
C: 1.7992 4.1997 2.3033
H: 0.4429 2.2666 3.6573
H: -0.8574 -3.6394 -2.8838
C: 4.3570 3.2110 -0.2369
C: -4.0716 0.8323 -1.6111
H: -2.5603 -0.3555 1.5591
H: -3.2430 -4.0722 -1.9465
H: 1.9001 2.9879 -2.6618
H: -0.5678 -6.2246 -0.3960
H: 1.6464 4.3385 3.3773
H: 0.2612 3.4481 -1.3948
H: -4.8055 -2.4423 1.8038
C: -2.3900 -1.2570 2.1499
C: -2.8534 3.3095 -1.0312
C: 0.1065 2.9659 -0.4247
H: -3.0412 -1.2113 3.0299
H: 5.0416 3.7650 -0.8856
H: -2.3826 4.2617 -0.8198
C: 0.4095 2.1547 2.5698
C: 1.7229 2.7046 1.9906
O: 1.3528 -0.7124 1.7313
C: -2.7451 0.8835 -1.2110
C: -4.1881 3.2470 -1.4270
H: -1.3637 -5.4807 0.9944
H: -0.2550 3.7396 0.2618
H: 0.2249 -4.9091 0.4944
H: 2.7995 0.8952 2.5533
Cl: 4.5511 -0.4296 -0.1457
C: 4.5313 -1.2759 -1.7042
H: -3.0731 -3.5621 3.2072
H: -4.7618 4.1604 -1.5192
V: 1.5324 -0.2774 -0.1567
H: -1.3504 -1.2584 2.4838
H: 2.8929 2.2090 3.7280
N: -1.8030 -0.1140 -1.0200
H: 3.8606 2.2863 2.2568
C: -0.4060 -4.1467 -2.0314
O: 3.2042 -2.2124 2.2489
H: 3.5877 3.4834 -2.8194
S: 1.8903 -2.1863 1.6558
C: 3.0942 -1.2985 -2.3606
H: -2.5703 -5.7050 -1.9152
C: -1.3697 -4.2711 -0.8375
H: 0.2793 1.0969 2.3489
C: -2.0946 -1.5104 -1.3130
O: 2.3434 -0.3293 -1.9782
C: -2.1466 2.1254 -0.9202
H: -1.6411 -1.7795 -2.2662
O: 2.8857 -2.1306 -3.2046
C: 2.5945 4.8824 -0.7542
C: 2.9329 3.3861 -0.7687
H: 1.5766 5.0950 -1.0770
H: 3.2656 5.3899 -1.4532
H: -4.4641 -3.3625 0.3376
H: 2.7719 4.6238 2.0543
H: -3.3694 -5.0581 -0.4824
H: 0.5124 -3.6213 -1.7581
Cl: 5.1578 -2.8992 -1.4891
Cl: 5.5692 -0.3694 -2.8455
H: -3.1683 -1.6438 -1.4240
H: 3.1798 1.8400 -2.2914
C: -0.7328 -5.2776 0.1295
N: -0.8330 1.8886 -0.5576
H: 4.6654 2.1665 -0.2456
O: 1.9606 -2.2771 0.1371
P: 1.7204 2.2870 0.1636
H: -1.4555 -3.8536 2.5446
P: -1.3642 -2.5881 0.0146
H: -4.3988 -1.5937 0.3252
C: 2.8962 1.9754 2.6592
H: 4.4701 3.6041 0.7731
C: -2.7076 -2.5330 1.3486
C: -2.7195 -4.7976 -1.3194
H: 2.7428 5.3309 0.2264
H: 1.0268 4.7717 1.7849
B: -0.5414 0.4651 -0.6078
C: -4.1710 -2.4834 0.9117
H: -5.8212 1.9965 -2.0211
H: -2.8769 -4.6536 1.8360
O: 0.9387 -3.1033 2.2248
H: -4.5504 -0.1069 -1.8536

Cartesian forces (eV/Å) of the 6 atoms listed first:
C 0.0 0.0 0.0
H 0.0 0.0 0.0
C -0.1 0.0 0.0
H 0.0 0.0 0.0
C 0.0 0.0 0.0
C 0.0 0.0 0.0

Results
* HOMO-LUMO gap (spin up / spin down): 7.471 / 7.421 eV
* spin multiplicity: 3
* total charge: -1
* highest occupied orbital energy (spin up / spin down): -5.1 / -5.1 eV
* ΔE to the lowest compared entry with this formula, charge and spin: 16.2 kJ/mol

Atomic partial charges in e from the Mulliken method, atoms 1 to 6:
1 C -1.570
2 H 0.567
3 C -2.199
4 H 0.245
5 C -0.850
6 C -2.018

---

Listing total energy for the structures above in their given order: -59743.27420, -55788.81460, -212650.33005, -136293.18932 eV.